(1)
This record from the OMol25 dataset describes an isolated molecule of C3H6N2O2S. The level of theory is wB97M-V/def2-TZVPD.

max |F|	0.086	hartree/bohr
ΔE to the lowest compared entry with this formula, charge and spin	3.397	eV
energy	-776.01532	a.u.
net charge	0
E_LUMO	0.532	eV
HOMO-LUMO gap	9.4	eV

```
14
Properties=species:S:1:pos:R:3:forces:R:3
C -1.612756 -0.197850 0.705590 1.4 -1.5 0.1
C 0.286840 0.856933 -0.043743 -0.9 -2.6 -0.9
C 0.553343 -0.707646 0.160772 3.8 1.0 1.5
N -1.084856 0.974890 0.346207 -2.0 -1.7 0.0
N -0.646475 -1.214013 0.694904 -4.0 0.4 1.8
O -3.179451 -0.912093 -1.101871 -0.4 -0.5 0.0
O -3.770207 1.145377 0.026898 -0.3 -0.3 0.4
S -3.627199 -0.315247 0.155594 0.8 0.9 -0.5
H 0.811645 1.637371 0.424916 1.5 0.3 0.7
H 0.403831 0.811568 -1.084362 0.0 1.5 -1.7
H 0.888836 -1.234112 -0.782023 -0.4 0.7 1.0
H 1.391852 -0.682519 0.930955 -0.7 -0.9 -1.0
H -1.803348 1.556920 -0.105534 0.4 0.3 0.3
H -0.853391 -2.137857 1.218687 0.8 2.3 -1.6
```
Forces are in eV/Å.

Here are the Löwdin charges for atoms 1 to 2, given in e: -0.24, -0.11

---

(2)
This record from the OMol25 dataset describes a structure of composition C42H36FN4O8PtSb. The level of theory is wB97M-V/def2-TZVPD.

max |F|	0.013	hartree/bohr
energy	-2901.81671	a.u.
net charge	+2
spin multiplicity	5
E_LUMO (spin up / spin down)	-4.939 / -7.215	eV
HOMO-LUMO gap (spin up / spin down)	7.6 / 6.0	eV

```
93
Properties=species:S:1:pos:R:3:forces:R:3
Pt 0.314447 0.099282 0.890000 -0.1 0.1 -0.2
O -1.697495 0.159796 6.751185 0.0 0.0 0.1
C -1.185362 0.124390 5.523310 0.0 0.0 0.0
C -0.000160 0.777786 5.163665 -0.1 0.0 0.1
C 0.416768 0.686801 3.860189 0.0 0.0 -0.1
N -0.260912 -0.005718 2.952456 -0.3 0.0 0.2
C -1.384068 -0.648376 3.285388 0.2 0.0 0.0
C -1.881691 -0.615198 4.559580 -0.1 0.0 0.1
C -1.993058 -1.428212 2.153879 0.0 0.0 -0.1
O -2.970422 -2.105490 2.311741 -0.1 -0.1 -0.1
O -1.305313 -1.319570 1.033822 -0.1 0.0 0.0
C 1.657923 1.344978 3.323488 0.0 0.1 -0.1
O 2.424787 1.924040 4.052589 0.1 0.1 0.0
O 1.789814 1.213666 2.028890 0.1 -0.1 0.0
H -1.169788 0.706116 7.349819 0.0 -0.1 -0.1
H 0.595012 1.346471 5.866767 0.0 0.0 0.0
H -2.790771 -1.149036 4.800627 0.0 0.0 0.0
F 6.801488 0.759409 -0.261282 0.0 0.0 0.0
C 5.803898 1.676424 -0.247785 0.0 0.0 0.0
C 4.521935 1.257960 -0.414682 0.0 -0.1 0.0
C 3.481973 2.196141 -0.462910 0.0 -0.1 0.0
C 2.110581 1.759510 -0.583083 0.1 -0.2 -0.1
O 1.821804 0.512918 -0.638641 0.4 0.1 0.2
C 1.135213 2.766355 -0.627392 -0.2 -0.1 0.1
C 1.496696 4.078234 -0.510871 0.1 0.1 -0.1
N 2.763177 4.491674 -0.369723 -0.1 0.0 0.0
C 3.036530 5.903027 -0.157279 0.1 0.0 0.1
C 2.305348 6.916586 -0.975536 -0.1 0.0 -0.1
C 3.766399 6.681796 -1.211031 0.1 0.0 -0.1
C 3.788719 3.558276 -0.337847 0.0 0.0 0.0
C 5.116808 3.956031 -0.137228 0.0 0.1 0.0
C 6.143271 3.034092 -0.087597 0.0 0.0 0.1
N 7.460746 3.465389 0.133287 0.1 -0.1 -0.1
C 8.036130 4.538002 -0.650406 0.0 -0.1 0.1
C 9.007932 3.984001 -1.687193 -0.1 0.1 0.0
N 10.071412 3.186055 -0.978182 -0.1 0.0 0.0
C 9.472695 2.066594 -0.162209 -0.1 -0.1 0.1
C 8.462487 2.665352 0.807079 -0.1 0.1 0.0
C -0.322716 2.462436 -0.828992 0.4 0.1 -0.2
O -1.022195 3.257544 -1.398009 -0.2 0.1 0.0
O -0.760155 1.301719 -0.381247 -0.3 0.0 0.3
H 4.297031 0.205325 -0.525163 0.0 0.0 0.0
H 0.733425 4.843844 -0.540816 0.0 0.0 0.0
H 3.240360 6.138333 0.879891 0.0 0.0 0.0
H 1.995066 7.825013 -0.480545 0.0 0.0 0.0
H 1.619126 6.566214 -1.734632 0.0 0.0 0.0
H 4.472055 7.430302 -0.876941 0.0 0.0 0.0
H 4.045600 6.168072 -2.121828 -0.1 0.0 0.0
H 5.342439 5.000245 0.022285 0.0 0.0 0.0
H 8.560907 5.240466 0.008502 0.0 0.0 0.0
H 7.259233 5.091007 -1.172056 0.0 0.0 0.0
H 9.489691 4.770834 -2.264544 0.1 0.0 0.0
H 8.493858 3.300630 -2.361598 0.1 0.0 0.0
H 10.594964 3.807507 -0.355731 0.0 0.0 0.0
H 10.739024 2.811771 -1.654145 0.0 0.0 0.0
H 10.277970 1.553973 0.360602 0.1 0.0 0.0
H 8.993449 1.379939 -0.855907 0.0 0.0 -0.1
H 8.994195 3.313110 1.516581 0.0 0.0 0.0
H 8.002502 1.870903 1.385339 0.0 0.0 0.0
C 2.908594 -4.099734 -4.412074 0.0 0.0 0.0
C 1.613330 -3.598072 -4.385972 0.0 0.0 0.0
C 1.074535 -3.133521 -3.195261 0.1 0.0 0.0
C 1.841987 -3.196728 -2.034327 -0.2 0.3 0.1
C 3.147557 -3.674432 -2.054134 0.0 0.0 -0.1
C 3.672576 -4.137521 -3.253465 0.0 0.0 0.0
Sb 0.964386 -2.647091 -0.188114 0.1 -0.7 0.0
C -0.387790 -4.206733 0.212033 0.0 0.2 0.0
C -0.671925 -4.495798 1.544963 0.0 0.0 -0.1
C -1.528397 -5.541711 1.843863 0.0 0.0 0.0
C -2.108607 -6.277743 0.817629 0.0 0.0 0.0
C -1.824946 -5.982296 -0.508141 0.0 0.0 0.0
C -0.969796 -4.935019 -0.820422 0.0 0.0 0.1
C 2.441327 -3.055886 1.275017 -0.1 0.2 -0.1
C 2.786357 -4.386994 1.500842 0.0 0.1 0.1
C 3.715864 -4.687387 2.486622 0.0 0.0 0.0
C 4.282976 -3.670996 3.246086 0.0 0.0 0.0
C 3.934586 -2.346990 3.018666 0.0 0.0 0.0
C 3.012055 -2.033488 2.028921 0.0 -0.1 -0.1
H 3.327327 -4.456891 -5.343443 0.0 0.0 0.0
H 1.021959 -3.566178 -5.291352 0.0 0.0 0.0
H 0.069626 -2.728241 -3.180534 0.0 0.0 0.0
H 3.744956 -3.705846 -1.151111 0.0 0.0 0.0
H 4.680789 -4.529913 -3.279303 0.0 0.0 0.0
H -0.226089 -3.917939 2.346906 0.0 0.0 0.0
H -1.752194 -5.774781 2.876164 0.0 0.0 0.0
H -2.794108 -7.080554 1.054125 0.0 0.0 0.0
H -2.272764 -6.563100 -1.303321 0.0 0.0 0.0
H -0.754711 -4.707687 -1.856429 0.0 0.0 0.0
H 2.332866 -5.184887 0.924571 0.0 0.0 0.0
H 3.988827 -5.718866 2.667098 0.0 0.0 0.0
H 4.996372 -3.915687 4.021969 0.0 0.0 0.0
H 4.374223 -1.556953 3.614224 0.0 0.0 0.0
H 2.744967 -0.996975 1.852674 0.1 0.0 0.0
```
Forces are in eV/Å.

Here are the Löwdin charges for atoms 1 to 2, given in e: 1.43, 0.13

---

(3)
This record from the OMol25 dataset describes a structure of composition C20H40AlBClN6O. The level of theory is wB97M-V/def2-TZVPD.

max |F|	0.017	hartree/bohr
energy	-1917.44954	a.u.
net charge	-1
E_LUMO	1.930	eV
HOMO-LUMO gap	5.8	eV

```
70
Properties=species:S:1:pos:R:3:forces:R:3
N 0.702918 8.284297 -3.171584 0.5 -0.3 -0.3
B 0.206379 7.019104 -3.652020 -0.3 -0.1 0.1
O -1.114431 7.117366 -4.186237 0.3 0.7 -0.4
Al 1.241602 5.109347 -3.654379 0.1 -0.1 0.0
Cl 2.836654 5.360352 -5.244586 -0.1 0.2 0.1
H 1.687611 8.256036 -2.946062 0.0 0.0 0.1
H 0.534725 9.063053 -3.799173 -0.4 0.1 0.3
H -1.099882 6.841666 -5.109020 -0.2 -0.5 0.3
H 1.973296 4.754641 -2.242279 0.0 0.0 0.0
H 0.241137 3.922913 -4.122005 0.0 0.0 0.0
C -2.690663 6.913575 -1.031858 0.0 0.0 0.1
C -3.741037 6.263768 -0.140121 0.0 0.0 -0.1
C -3.177436 5.476364 1.047622 0.0 0.1 0.1
C -2.443235 4.264798 0.680670 0.0 0.0 -0.2
N -1.921817 3.282375 0.395684 0.0 0.0 0.1
H -2.046094 6.191417 -1.532973 0.0 0.0 0.0
H -3.169378 7.507210 -1.809256 0.0 0.0 0.0
H -2.055653 7.581673 -0.446156 0.0 0.0 0.0
H -4.387507 5.608337 -0.727648 0.0 0.0 0.0
H -4.380824 7.044855 0.279121 0.0 0.0 0.0
H -3.991919 5.158406 1.702448 0.0 0.0 0.0
H -2.520505 6.114661 1.642518 0.0 0.0 0.0
C 0.870116 0.378222 -2.331988 -0.1 0.0 0.0
C 1.660709 -0.635500 -3.144707 0.0 0.1 0.1
C 2.980236 -0.041755 -3.650419 -0.1 -0.2 0.0
C 2.721321 1.098024 -4.527228 0.3 0.2 0.3
N 2.520488 2.075682 -5.093269 -0.1 -0.2 -0.4
H 0.593009 1.243319 -2.936892 0.0 0.0 0.0
H -0.047574 -0.067451 -1.952651 -0.1 0.0 0.0
H 1.447616 0.741187 -1.481684 0.0 0.0 0.1
H 1.064483 -0.972044 -3.990470 0.0 0.0 0.0
H 1.884379 -1.521398 -2.542440 0.0 0.0 0.0
H 3.571997 -0.788972 -4.182227 0.0 0.0 -0.1
H 3.583905 0.312044 -2.811212 0.0 0.0 0.0
C -1.779245 -4.319991 -0.951471 0.1 0.0 -0.1
C -1.113762 -5.458453 -1.719314 0.0 0.1 0.0
C 0.224939 -5.054802 -2.362271 -0.2 0.1 0.1
C 0.052408 -4.008074 -3.377420 0.1 0.1 -0.1
N -0.083384 -3.194187 -4.178147 -0.1 -0.3 0.2
H -2.028781 -3.489648 -1.613817 0.0 0.0 0.0
H -2.700195 -4.657126 -0.475872 0.0 0.0 0.0
H -1.118228 -3.949528 -0.165783 0.0 0.0 0.0
H -1.780143 -5.826436 -2.501705 0.0 0.0 0.0
H -0.925757 -6.290344 -1.038430 0.1 0.0 0.0
H 0.710057 -5.910701 -2.833213 0.0 0.0 0.0
H 0.907001 -4.676877 -1.596985 0.0 0.0 0.0
C 0.815142 -1.011970 2.364823 0.0 0.0 -0.1
C -0.575324 -0.934929 1.747989 0.2 0.2 0.0
C -1.641051 -1.581877 2.631926 -0.1 0.1 0.0
C -1.402741 -3.012567 2.786515 0.0 -0.1 0.1
N -1.191101 -4.134959 2.898976 0.0 -0.2 -0.1
H 1.138219 -2.048141 2.488220 0.0 0.0 0.0
H 1.539743 -0.505565 1.730260 0.0 0.0 0.0
H 0.837256 -0.541164 3.348431 0.0 0.0 0.0
H -0.581320 -1.415125 0.769840 0.0 0.0 -0.1
H -0.858352 0.105617 1.584916 0.0 0.0 0.0
H -2.635494 -1.445265 2.203912 0.0 0.0 0.0
H -1.646855 -1.126129 3.624004 0.0 0.0 0.0
C 2.764963 -5.512593 6.999247 0.0 0.0 0.0
C 1.601037 -5.969833 6.129656 0.1 0.0 0.0
C 1.402382 -5.089469 4.892369 0.0 -0.1 -0.1
C 1.030609 -3.720499 5.239981 0.0 0.1 0.0
N 0.718127 -2.650660 5.515427 0.0 0.0 0.1
H 2.591583 -4.509410 7.391238 0.0 0.0 0.0
H 2.904342 -6.183399 7.847251 0.0 0.0 0.0
H 3.696052 -5.495311 6.429284 0.0 0.0 0.0
H 0.679117 -5.978679 6.713827 0.0 0.0 0.0
H 1.769660 -6.993023 5.788541 0.0 0.0 0.0
H 0.613491 -5.480589 4.247581 0.0 0.0 0.0
H 2.317767 -5.056483 4.297175 0.0 0.0 0.0
```
Forces are in eV/Å.

Here are the Löwdin charges for atoms 1 to 2, given in e: 0.09, -0.76

---

(4)
This record from the OMol25 dataset describes a cluster of 2 separate species, C4H6N2O5 in total. The level of theory is wB97M-V/def2-TZVPD.

max |F|	0.089	hartree/bohr
ΔE to the lowest compared entry with this formula, charge and spin	0.000	eV
energy	-641.37887	a.u.
net charge	0
spin multiplicity	3
E_LUMO (spin up / spin down)	-0.448 / -3.459	eV
HOMO-LUMO gap (spin up / spin down)	8.2 / 7.2	eV

```
17
Properties=species:S:1:pos:R:3:forces:R:3
C 0.049547 1.167318 0.344759 0.4 -1.5 0.8
C 0.461837 1.232443 1.772526 0.6 2.4 3.5
C 0.463160 -0.076806 -1.809682 -1.6 -4.2 0.9
C 0.196164 -0.132919 -0.342604 3.1 2.2 -1.9
N 0.640974 -1.297466 0.292058 -0.8 -1.6 1.7
N -1.841805 -0.907397 -0.331424 0.4 0.5 2.9
O -0.345083 2.114130 -0.290652 -0.2 0.3 -0.3
O 1.260373 -2.131551 -0.325942 1.1 -0.4 -1.1
O 0.219311 -1.557327 1.419935 0.2 0.9 0.4
O -2.247287 -0.962596 0.775616 -1.5 -0.2 0.1
O -2.127532 -1.107072 -1.420621 -2.3 -1.2 -3.1
H -0.284894 0.743960 2.520919 1.5 0.4 -1.6
H 0.415942 2.356021 2.054377 -0.1 -1.6 -0.6
H 1.578427 1.006373 2.065225 -2.3 -0.3 -0.9
H 0.969084 -0.977262 -2.135010 0.6 -0.1 0.4
H 0.960801 0.714095 -2.128781 2.3 3.9 -0.9
H -0.369019 -0.183945 -2.460701 -1.3 0.5 -0.1
```
Forces are in eV/Å.

Here are the Löwdin charges for atoms 1 to 2, given in e: -0.44, -0.04